No. 1
C25H50F5N3P | ωB97M-V/def2-TZVPD

## Properties
highest occupied orbital energy = -0.3797 hartree
maximum force = 0.0708 Eh/bohr
total charge = +1
frontier orbital gap = 7.422 eV
energy = -1987.18558 Ha
LUMO = -2.91 eV
ΔE to the lowest compared entry with this formula, charge and spin = 0.0000 eV

Last column: Löwdin charge in e.
Positions of all 84 atoms, in Å:
1 F -2.9460 -5.1667 4.2355  0.1417
2 C -3.8561 -4.6697 3.3580  -0.4610
3 F -4.2439 -5.6957 2.5423  0.1381
4 F -4.9604 -4.2896 4.0502  0.1515
5 C -3.3167 -3.4724 2.4620  -0.3508
6 F -4.1937 -2.4009 2.6789  0.0661
7 F -3.4704 -3.8212 1.1423  0.0977
8 C -1.8958 -2.9555 2.8303  -0.0579
9 C -1.1014 -2.3382 1.6051  -0.2022
10 C -0.3866 -0.9510 1.9755  -0.2945
11 P -0.7127 0.2289 0.5761  1.0880
12 C 0.7085 0.3397 -0.6476  -0.3097
13 C 0.0720 0.9233 -1.9802  -0.2801
14 C 1.1281 1.3547 -3.0592  -0.1763
15 C 0.3396 1.9871 -4.2633  -0.1507
16 N -0.0504 3.3817 -4.0516  -0.1429
17 C -0.8456 4.0084 -4.9913  -0.1148
18 C -1.1001 5.3809 -4.6465  -0.0610
19 C -0.3808 5.5457 -3.3515  -0.0828
20 C 0.2335 4.2852 -3.0321  -0.1115
21 H -2.0404 -2.1333 3.5822  0.1318
22 H -1.2307 -3.7060 3.3146  0.1333
23 H -1.7789 -2.1531 0.7348  0.0845
24 H -0.2788 -3.0444 1.3402  0.1067
25 H -0.8870 -0.5079 2.8813  0.0939
26 H 0.7002 -1.0579 2.1961  0.1081
27 H -1.0050 1.5436 1.0369  0.0303
28 H -1.8370 -0.1531 -0.2218  0.0596
29 H 1.5170 0.9983 -0.2316  0.1083
30 H 1.1059 -0.6913 -0.8665  0.1078
31 H -0.6019 0.1231 -2.3898  0.1165
32 H -0.5117 1.8394 -1.6689  0.1050
33 H 1.5991 0.4086 -3.4454  0.1240
34 H 1.9563 1.9900 -2.6673  0.1186
35 H 1.0265 1.9684 -5.1534  0.1369
36 H -0.5101 1.3037 -4.5089  0.1314
37 H -1.2493 3.5765 -5.9283  0.1220
38 H -1.6776 6.1397 -5.2038  0.0942
39 H -0.3250 6.4808 -2.7648  0.0854
40 H 0.8547 4.0477 -2.1467  0.1003
41 C 1.4526 5.9393 0.7463  -0.0877
42 C 0.1879 5.5786 1.5139  -0.2725
43 N 0.4225 4.7087 2.6606  -0.2021
44 C -0.8081 4.1751 3.2330  -0.2688
45 C -1.7897 5.1619 3.8664  -0.0809
46 C 1.4039 5.1802 3.6316  -0.2481
47 C 1.1516 6.5305 4.3064  -0.0791
48 H 1.9744 5.0440 0.3985  0.0705
49 H 1.1911 6.5370 -0.1297  0.0711
50 H 2.1433 6.5333 1.3469  0.0692
51 H -0.4754 5.0577 0.8147  0.1099
52 H -0.3246 6.5046 1.8023  0.1028
53 H -0.5568 3.4074 3.9735  0.1076
54 H -1.3383 3.6335 2.4372  0.0825
55 H -1.4520 5.4961 4.8461  0.0607
56 H -2.7562 4.6729 4.0172  0.0744
57 H -1.9675 6.0355 3.2383  0.0718
58 H 2.3790 5.2234 3.1389  0.1010
59 H 1.5264 4.4185 4.4070  0.1138
60 H 0.7974 7.2898 3.6065  0.0718
61 H 2.0815 6.9019 4.7423  0.0767
62 H 0.4329 6.4487 5.1211  0.0573
63 C 0.3192 -6.2845 0.4500  -0.0853
64 C 0.2223 -5.8913 -1.0174  -0.2726
65 N 1.3520 -5.1010 -1.4898  -0.2026
66 C 1.1334 -4.5260 -2.8139  -0.2624
67 C 0.9899 -5.4874 -3.9948  -0.0832
68 C 2.6728 -5.6831 -1.2780  -0.2500
69 C 2.9612 -7.0507 -1.9017  -0.0795
70 H 0.4173 -5.4024 1.0892  0.0567
71 H -0.5874 -6.8162 0.7479  0.0774
72 H 1.1608 -6.9507 0.6453  0.0704
73 H -0.6886 -5.2941 -1.1318  0.1126
74 H 0.0795 -6.7995 -1.6158  0.1029
75 H 1.9392 -3.8173 -3.0340  0.1070
76 H 0.2258 -3.9112 -2.7662  0.0991
77 H 1.9509 -5.8959 -4.3039  0.0593
78 H 0.5844 -4.9513 -4.8572  0.0739
79 H 0.3091 -6.3125 -3.7816  0.0707
80 H 2.8449 -5.7581 -0.2004  0.0994
81 H 3.4299 -4.9737 -1.6239  0.1136
82 H 2.1291 -7.7482 -1.7873  0.0716
83 H 3.8288 -7.5006 -1.4141  0.0762
84 H 3.2022 -6.9704 -2.9610  0.0574

No. 2
C25H50IInNO11 | ωB97M-V/def2-TZVPD

## Properties
highest occupied orbital energy = -0.1195 hartree
maximum force = 0.0406 Eh/bohr
total charge = -1
frontier orbital gap = 5.106 eV
energy = -2352.77914 Ha
LUMO = 1.85 eV

Last column: Löwdin charge in e.
Positions of all 89 atoms, in Å:
1 C 2.7393 -0.1615 3.2950  -0.0847
2 C 2.9794 1.2939 2.9234  -0.6186
3 C 3.8611 1.5460 1.6908  -0.0938
4 N 2.4876 2.2422 3.5929  -0.0742
5 In 0.8426 3.2066 2.5522  0.4420
6 C -0.7634 1.6377 2.3238  -0.2904
7 C -1.0281 1.1462 0.9809  -0.8960
8 O -2.1073 1.1799 0.4280  -0.0808
9 I 0.5730 0.2600 -0.2095  0.8108
10 H 3.6559 -0.7407 3.1902  0.0565
11 H 2.3983 -0.1984 4.3160  0.0588
12 H 1.9954 -0.5719 2.6232  0.0274
13 H 4.6126 0.7750 1.5605  0.0587
14 H 4.2999 2.5247 1.7994  0.0572
15 H 3.2163 1.5776 0.8204  -0.0050
16 H 0.3074 4.4872 3.6552  -0.1248
17 H 1.4310 3.8384 0.9995  -0.0975
18 H -1.7060 2.0388 2.6664  0.0089
19 H -0.4800 0.8113 2.9685  0.0577
20 O 7.0317 4.2074 2.8813  0.1131
21 C 7.4265 4.2295 1.7532  -0.5324
22 O 7.4297 3.0818 1.0428  -0.0048
23 C 7.6713 3.0522 -0.3614  -0.2402
24 C 9.1522 2.9901 -0.6810  -0.0690
25 C 8.0028 5.4815 1.1352  -0.0036
26 H 7.1739 3.8883 -0.8545  0.0969
27 H 7.1810 2.1449 -0.7121  0.1231
28 H 9.6750 3.8804 -0.3310  0.0635
29 H 9.3053 2.9025 -1.7576  0.0765
30 H 9.6082 2.1293 -0.1909  0.0785
31 H 9.0532 5.5599 1.4177  0.0890
32 H 7.4635 6.3319 1.5408  0.0892
33 H 7.9074 5.5301 0.0547  0.0571
34 O 5.4549 5.7698 -0.6177  0.0951
35 C 4.4210 5.4289 -1.1266  -0.5040
36 O 4.4875 4.8055 -2.3211  -0.0059
37 C 3.3515 4.1704 -2.9160  -0.2317
38 C 2.5130 5.1437 -3.7179  -0.0667
39 C 3.0677 5.7438 -0.5459  -0.0008
40 H 2.7659 3.6444 -2.1618  0.1166
41 H 3.7674 3.4108 -3.5759  0.1206
42 H 2.0911 5.9237 -3.0851  0.0665
43 H 1.6932 4.6202 -4.2103  0.0804
44 H 3.1248 5.6321 -4.4772  0.0783
45 H 2.7874 6.7515 -0.8553  0.0964
46 H 3.1373 5.7145 0.5375  0.0838
47 H 2.2891 5.0423 -0.8263  0.0369
48 O -1.1346 -2.8057 -2.4663  0.1009
49 C -2.2756 -2.6147 -2.1641  -0.5188
50 O -3.2057 -3.5043 -2.5976  -0.0181
51 C -4.5597 -3.4958 -2.1438  -0.2457
52 C -5.4194 -2.5455 -2.9512  -0.0616
53 C -2.7252 -1.3956 -1.3964  -0.0028
54 H -4.6107 -3.2909 -1.0740  0.1154
55 H -4.9153 -4.5150 -2.2804  0.0959
56 H -5.0847 -1.5140 -2.8433  0.0682
57 H -6.4595 -2.6068 -2.6294  0.0802
58 H -5.3634 -2.7974 -4.0103  0.0807
59 H -2.8854 -0.5753 -2.0939  0.1035
60 H -1.9459 -1.1001 -0.6981  0.0057
61 H -3.6318 -1.5559 -0.8158  0.0681
62 O -6.0678 -6.6756 -1.1438  0.1034
63 C -5.3514 -7.4008 -1.7729  -0.5313
64 O -5.9117 -8.3492 -2.5490  -0.0018
65 C -5.1606 -9.1327 -3.4774  -0.2402
66 C -4.5426 -10.3505 -2.8225  -0.0657
67 C -3.8473 -7.3326 -1.6478  0.0221
68 H -4.4187 -8.5184 -3.9885  0.1133
69 H -5.8820 -9.4445 -4.2306  0.1209
70 H -3.8227 -10.0710 -2.0538  0.0676
71 H -4.0311 -10.9629 -3.5653  0.0803
72 H -5.3151 -10.9519 -2.3441  0.0820
73 H -3.5362 -7.9272 -0.7903  0.0984
74 H -3.5649 -6.2966 -1.4793  0.0797
75 H -3.3090 -7.6671 -2.5313  0.0749
76 O -3.3668 2.3082 3.8467  0.1077
77 C -4.1917 1.4591 3.6926  -0.5190
78 O -4.0077 0.2596 4.2848  0.0062
79 C -5.0010 -0.7598 4.2958  -0.2454
80 C -4.9420 -1.6171 3.0474  -0.0644
81 C -5.3709 1.6584 2.7688  0.0180
82 H -5.9930 -0.3337 4.4570  0.1093
83 H -4.7746 -1.3666 5.1711  0.1205
84 H -5.1517 -1.0336 2.1508  0.0651
85 H -5.6672 -2.4298 3.1075  0.0784
86 H -3.9456 -2.0428 2.9335  0.0846
87 H -5.0540 1.4205 1.7536  0.0936
88 H -5.6576 2.7054 2.8117  0.0896
89 H -6.2471 1.0658 3.0251  0.0661